ORCA calculation (ωB97M-V with the def2-TZVPD basis set) on C24H48Cl3FeO8 as an isolated structure in a non-equilibrium geometry.

Values from the calculation:
**Multiplicity**: 6
**Largest force on an atom**: 2.91 eV/A
**LUMO (alpha / beta)**: 0.1 / -1.8 eV
**E_HOMO (alpha / beta)**: -9.05 / -9.04 eV

Geometry as XYZ:
```
84
Properties=species:S:1:pos:R:3:forces:R:3
Fe 7.5861 20.5729 14.8346 0.07 0.29 0.88
Cl 8.8328 18.9618 13.4876 -0.19 0.40 0.33
Cl 9.5005 21.5094 15.8261 -0.91 -0.22 -0.48
Cl 5.7976 21.9453 15.7865 1.07 -0.63 -0.32
C 6.8651 17.0354 17.1620 -0.59 -0.09 0.18
C 7.4930 18.3888 17.3122 0.16 1.13 -0.35
O 7.3922 19.1583 16.3701 0.04 0.05 -0.03
C 8.2568 18.7996 18.5482 0.41 -0.61 0.28
H 6.0998 17.0793 16.3871 0.13 0.18 -0.04
H 6.3736 16.7156 18.0809 0.25 -0.09 0.13
H 7.5789 16.2764 16.8419 0.27 0.09 0.21
H 7.8819 19.6002 19.1858 -1.06 -0.19 -0.24
H 9.2122 19.2716 18.3187 0.23 -0.47 -0.64
H 8.3988 17.8980 19.1442 0.21 0.22 0.25
C 10.6320 17.3005 10.2616 0.32 1.31 0.15
C 11.3463 18.6470 10.1187 2.70 0.30 -1.04
O 12.5285 18.7091 9.7200 -2.50 -0.30 0.96
C 10.6261 19.9655 10.4033 -0.26 -0.21 -0.11
H 11.3205 16.4605 10.1703 -0.09 0.22 -0.20
H 9.8897 17.3611 9.4656 -0.21 -0.52 -0.03
H 10.1190 17.2472 11.2218 -0.19 0.05 -0.02
H 9.5845 19.9838 10.0824 -0.16 -0.47 0.24
H 11.0683 20.8317 9.9112 0.53 -0.36 -0.13
H 10.6592 20.1590 11.4755 -0.22 -0.14 0.12
C 10.8742 15.8210 14.5048 -0.13 0.40 -0.68
C 11.7960 16.0188 13.2960 0.02 -0.18 1.25
O 11.8929 15.1844 12.4373 0.00 -0.26 -0.49
C 12.5795 17.3266 13.2474 -0.46 -0.76 -0.89
H 10.1252 16.5912 14.3211 -0.25 0.25 0.43
H 11.3555 16.0157 15.4632 0.08 0.12 -0.10
H 10.3414 14.8703 14.5261 0.40 -0.11 -0.21
H 11.9031 18.1706 13.3832 0.17 0.06 0.51
H 12.9767 17.3837 12.2340 0.26 0.10 0.08
H 13.4007 17.2577 13.9609 -0.14 0.37 0.15
C 5.3348 17.6840 12.5968 0.10 0.44 -0.83
C 5.0287 18.9661 13.3583 1.30 -0.46 0.10
O 5.8915 19.3802 14.1242 -1.07 -0.25 -0.59
C 3.7392 19.6779 13.1315 -0.64 -0.19 0.06
H 6.3869 17.7156 12.3136 0.22 -0.20 0.59
H 4.8341 17.6343 11.6299 -0.52 0.08 0.16
H 5.0965 16.7683 13.1379 0.08 0.15 0.21
H 3.2073 19.7072 14.0825 0.08 0.30 0.14
H 3.0854 19.1461 12.4402 0.20 -0.04 -0.09
H 3.8734 20.6983 12.7726 0.21 0.02 0.22
C 9.9698 25.3537 13.6038 -0.32 -0.46 0.29
C 8.6076 25.1813 14.2036 0.43 0.65 2.02
O 7.7000 24.6762 13.6104 -0.73 -0.50 -0.67
C 8.3757 25.8124 15.6085 -0.35 0.00 -0.85
H 10.7613 25.1447 14.3234 0.01 0.09 -0.02
H 9.9962 26.4095 13.3343 0.40 -0.04 -0.39
H 10.0336 24.6528 12.7714 0.33 0.51 -0.14
H 7.3152 25.7281 15.8458 0.08 -0.10 0.03
H 8.6189 26.8720 15.5287 0.07 0.15 0.01
H 8.9684 25.4236 16.4366 0.08 -0.22 -0.41
C 7.7806 23.8046 18.5406 0.64 0.88 -0.69
C 9.0180 24.4200 19.1519 1.05 -0.75 1.85
O 8.9608 24.9474 20.2495 -0.28 0.17 -0.63
C 10.4151 24.1924 18.5432 -1.06 0.71 -0.10
H 7.0613 24.6173 18.4390 -0.27 -0.14 0.16
H 7.3951 23.0426 19.2180 0.00 -0.02 -0.23
H 8.0036 23.4564 17.5321 -0.25 -0.50 0.16
H 11.1492 24.7784 19.0962 -0.14 -0.08 0.01
H 10.3443 24.5646 17.5212 0.50 -0.40 -0.20
H 10.6785 23.1350 18.5698 -0.12 0.00 -0.25
C 12.4540 21.3480 13.5832 -0.37 -0.48 -0.65
C 13.1119 22.2620 12.5851 2.08 1.31 0.57
O 13.2436 23.4632 12.8481 -0.59 -1.83 -0.80
C 13.8083 21.6462 11.3291 -1.57 0.58 0.18
H 13.1470 21.0926 14.3849 0.09 0.32 0.09
H 12.2070 20.3954 13.1146 -0.16 -0.01 0.01
H 11.5482 21.7938 13.9942 0.16 0.00 0.14
H 13.8137 22.4490 10.5919 0.38 -0.05 -0.04
H 13.1838 20.8488 10.9262 0.06 -0.11 0.01
H 14.8028 21.2156 11.4464 -0.01 0.30 0.50
C 6.2648 22.0050 10.9146 1.65 0.33 0.79
C 7.4483 21.9519 11.9464 -0.69 -0.10 0.74
O 7.2414 21.5262 13.0979 0.26 0.81 -2.37
C 8.8185 22.5141 11.5474 -0.74 -0.15 0.61
H 6.6427 22.6448 10.1171 -0.39 -0.12 -0.22
H 5.3570 22.4295 11.3433 0.21 -0.01 0.22
H 6.0417 21.0100 10.5294 0.16 -0.06 0.04
H 9.4860 22.3341 12.3901 0.15 -0.08 -0.19
H 8.7253 23.5927 11.4202 -0.35 0.10 0.18
H 9.2344 22.1768 10.5980 -0.32 -0.42 0.13
```
Forces are in eV/Å.